{"formula": "C35H29IrN8O5", "method": "ωB97M-V with the def2-TZVPD basis set", "symbols": ["Ir", "O", "C", "O", "C", "C", "C", "C", "C", "C", "N", "C", "C", "C", "C", "C", "C", "N", "H", "H", "H", "H", "H", "H", "H", "H", "H", "H", "O", "C", "C", "O", "O", "C", "C", "C", "C", "C", "C", "C", "C", "C", "C", "C", "C", "H", "H", "H", "H", "H", "H", "H", "H", "H", "H", "H", "N", "C", "N", "C", "N", "N", "C", "N", "C", "C", "C", "C", "C", "N", "H", "H", "H", "H", "H", "H", "H", "H"], "xyz": [[0.50718, 0.56227, -0.17386], [2.15329, -6.01958, 4.01093], [2.42892, -5.99923, 2.69440], [3.03763, -6.88772, 2.18041], [1.94065, -4.81707, 1.89436], [2.57118, -4.59366, 0.67348], [2.15295, -3.56688, -0.15184], [1.09111, -2.76342, 0.24464], [0.44708, -2.97546, 1.45211], [0.87346, -4.01102, 2.27329], [0.62228, -1.71100, -0.61221], [0.34128, -2.02547, -1.81209], [-0.26406, -1.04979, -2.72457], [-0.67058, -1.43491, -3.98749], [-1.36860, -0.52649, -4.77245], [-1.63790, 0.72237, -4.24785], [-1.17156, 1.03485, -2.97756], [-0.48638, 0.17842, -2.22488], [1.72536, -5.20671, 4.30283], [3.38520, -5.24496, 0.38497], [2.66389, -3.37491, -1.08746], [-0.40479, -2.36788, 1.72831], [0.32737, -4.19980, 3.18992], [0.46019, -3.04851, -2.16644], [-0.45311, -2.43367, -4.34156], [-1.70552, -0.79797, -5.76342], [-2.20344, 1.45669, -4.80350], [-1.35828, 2.01226, -2.56076], [-1.36605, 1.73501, 0.88153], [-1.34472, 2.31029, 2.18408], [0.28514, 0.57570, 3.29125], [0.21356, 0.92807, 4.37903], [0.51417, 0.03803, 2.26661], [-2.45644, 1.98304, 3.01233], [-3.52159, 1.18603, 2.53957], [-4.59806, 0.90597, 3.35698], [-4.63213, 1.38593, 4.66292], [-3.57388, 2.14462, 5.15545], [-2.49274, 2.43414, 4.35013], [-0.53551, 3.53041, 2.29185], [0.81469, 3.52920, 1.92278], [1.57096, 4.68593, 1.98767], [0.98664, 5.87149, 2.41881], [-0.35436, 5.89173, 2.77376], [-1.11244, 4.73129, 2.71408], [-1.71815, 2.41329, 0.28777], [-3.49981, 0.80524, 1.52836], [-5.42047, 0.31397, 2.97888], [-5.47636, 1.15968, 5.29973], [-3.59459, 2.50321, 6.17547], [-1.65794, 2.99544, 4.74834], [1.29371, 2.60729, 1.60644], [2.61986, 4.66331, 1.72038], [1.57903, 6.77392, 2.48660], [-0.81529, 6.81483, 3.09820], [-2.16264, 4.75875, 2.97510], [3.25578, -0.98028, 1.47173], [3.68477, -0.17444, 0.50112], [4.98186, -0.19724, 0.22928], [5.40000, 0.66725, -0.69256], [6.67367, 0.63077, -1.06417], [4.61420, 1.61514, -1.26971], [3.35193, 1.53326, -0.95546], [2.78330, 0.62451, -0.14447], [2.45532, 2.59867, -1.48346], [2.96878, 3.65288, -2.22054], [2.11960, 4.67567, -2.60460], [0.78907, 4.61893, -2.22048], [0.35813, 3.52574, -1.49512], [1.16348, 2.51976, -1.14493], [3.93476, -1.56135, 1.93407], [2.30221, -0.97968, 1.78336], [7.30188, -0.02255, -0.62792], [7.02245, 1.30423, -1.72388], [4.02049, 3.65395, -2.46456], [2.49294, 5.51296, -3.17831], [0.09266, 5.40561, -2.47347], [-0.66847, 3.47084, -1.16024]], "forces_ev_per_a": [[-0.3, 0.0, -0.2], [0.0, 0.0, -0.1], [0.0, 0.0, 0.1], [0.0, 0.0, 0.0], [0.0, 0.0, 0.0], [0.0, 0.0, 0.0], [0.1, 0.0, 0.0], [0.0, 0.1, -0.2], [0.0, 0.0, 0.0], [0.0, 0.0, 0.0], [0.1, 0.0, 0.1], [-0.1, 0.0, -0.1], [0.0, -0.1, 0.1], [0.0, 0.0, 0.0], [0.0, 0.0, 0.0], [0.0, 0.0, 0.0], [0.0, 0.0, 0.0], [0.0, 0.0, -0.1], [0.0, 0.0, 0.0], [0.0, 0.0, 0.0], [0.0, 0.0, 0.0], [0.0, 0.0, 0.0], [0.0, 0.0, 0.0], [0.0, 0.0, 0.0], [0.0, 0.0, 0.0], [0.0, 0.0, 0.0], [0.0, 0.0, 0.0], [0.0, 0.0, 0.0], [0.3, 0.0, -0.2], [-0.4, 0.3, -0.2], [0.6, -0.7, 0.2], [-0.2, 0.3, 0.1], [-0.2, 0.3, 0.1], [0.1, -0.2, 0.0], [0.0, 0.0, 0.0], [0.0, 0.0, 0.0], [0.0, 0.0, 0.0], [0.0, 0.0, 0.0], [-0.1, 0.0, 0.0], [0.1, -0.1, 0.0], [0.0, 0.0, 0.0], [0.0, 0.0, 0.0], [0.0, 0.0, 0.0], [0.0, 0.0, 0.0], [0.0, 0.1, 0.0], [-0.1, 0.0, 0.0], [0.0, 0.0, 0.0], [0.0, 0.0, 0.0], [0.0, 0.0, 0.0], [0.0, 0.0, 0.0], [0.0, 0.0, 0.0], [0.0, 0.0, 0.0], [0.0, 0.0, 0.0], [0.0, 0.0, 0.0], [0.0, 0.0, 0.0], [0.0, 0.0, 0.0], [0.0, 0.1, 0.0], [0.0, 0.0, 0.0], [-0.1, 0.0, 0.0], [0.1, 0.0, 0.0], [0.0, 0.0, 0.0], [0.0, -0.1, 0.0], [-0.1, 0.1, -0.1], [0.1, 0.0, 0.1], [0.0, -0.1, 0.0], [0.0, 0.0, 0.0], [0.0, 0.0, 0.0], [0.0, 0.0, 0.0], [0.0, 0.0, 0.1], [0.0, 0.0, 0.0], [0.0, 0.0, 0.0], [0.0, 0.0, 0.0], [0.0, 0.0, 0.0], [0.0, 0.0, 0.0], [0.0, 0.0, 0.0], [0.0, 0.0, 0.0], [0.0, 0.0, 0.0], [0.0, 0.0, 0.0]], "mulliken_charge": [3.56, -0.45, 0.56, -0.50, 0.75, -1.13, 0.18, -0.60, -0.38, -1.06, 0.07, -0.30, 0.68, -1.00, -0.41, -1.11, 0.10, 0.04, 0.29, 0.47, 0.58, 0.63, 0.40, 0.57, 0.48, 0.47, 0.44, 0.45, -0.74, -0.82, 0.53, -0.34, -0.97, 0.95, -0.47, -0.85, -0.46, -0.97, -0.32, 1.00, 0.19, -0.85, -0.60, -0.89, -0.23, 0.24, 0.39, 0.45, 0.43, 0.43, 0.53, 0.14, 0.50, 0.45, 0.45, 0.57, 0.08, 0.34, -0.77, 0.29, -0.32, -0.75, -0.40, 0.16, 1.08, -0.69, -0.68, -1.35, -0.35, 0.01, 0.29, -0.17, 0.27, 0.25, 0.59, 0.47, 0.51, 0.64], "de_lowest_kcal_mol": 0.0, "spin_multiplicity": 5, "lumo_energy_ev": [-6.3, -6.8], "charge": 2, "largest_force_ev_per_a": 0.91, "s_squared": 6.0395, "gap_ev": [5.878, 7.135], "e_tot_ha": -2269.25489}

---

{"formula": "C3H2N4O", "method": "ωB97M-V with the def2-TZVPD basis set", "symbols": ["C", "C", "C", "H", "H", "N", "N", "N", "N", "O"], "xyz": [[0.70886, -1.30151, -0.28954], [-0.51833, 0.46311, -0.95309], [-0.78537, 0.86188, 0.43906], [-1.04956, 1.08972, -1.65808], [-1.84643, 1.18729, 0.67836], [0.09009, -0.57462, -1.42476], [0.01207, 0.83937, 1.44435], [1.33137, 0.37472, 1.29996], [1.67460, -0.50427, 0.51302], [0.38269, -2.43569, -0.04927]], "forces_ev_per_a": [[-2.1, -0.3, -0.2], [-0.3, -0.7, -1.0], [-0.3, -0.1, 0.9], [-0.1, 0.0, -0.4], [1.4, 0.0, -0.5], [1.1, 0.9, 2.3], [-0.4, -1.2, -0.1], [0.1, 1.2, -0.5], [-0.6, -1.3, -0.6], [1.2, 1.6, -0.1]], "nbo_charge": [0.70, 0.05, 0.02, 0.20, 0.23, -0.36, -0.24, 0.05, -0.18, -0.48], "de_lowest_kcal_mol": 45.3, "spin_multiplicity": 1, "lumo_energy_ev": -1.4, "smiles": "O=c1nccnnn1", "charge": 0, "largest_force_ev_per_a": 2.72, "gap_ev": 8.567, "e_tot_ha": -409.65602}

---

{"formula": "C4H7N3", "method": "ωB97M-V with the def2-TZVPD basis set", "symbols": ["N", "C", "C", "C", "N", "C", "N", "H", "H", "H", "H", "H", "H", "H"], "xyz": [[0.38171, 1.55730, 1.60627], [0.34284, 0.70856, 0.46477], [-0.61964, 0.66833, -0.72275], [-0.61882, -0.68120, -0.70316], [-1.15419, -1.69908, -1.45452], [0.31879, -0.76196, 0.48325], [1.56555, -0.03165, 0.09827], [0.93530, 2.38585, 1.41052], [-0.55822, 1.87404, 1.82488], [-0.91361, 1.40198, -1.46634], [-0.61758, -2.55489, -1.46696], [-1.49449, -1.43630, -2.36917], [0.27728, -1.40149, 1.35747], [2.15507, -0.02951, 0.93745]], "forces_ev_per_a": [[-0.1, 0.2, -0.1], [0.0, 0.0, 0.1], [0.0, -0.1, -0.1], [0.0, 0.1, 0.0], [0.1, 0.0, -0.1], [-0.2, -0.2, 0.2], [0.2, 0.1, 0.0], [-0.1, 0.0, 0.0], [0.1, -0.1, 0.1], [0.1, -0.1, 0.1], [-0.1, 0.1, 0.0], [0.0, 0.0, 0.1], [0.0, 0.1, -0.1], [0.0, 0.0, -0.1]], "nbo_charge": [-0.83, 0.25, -0.36, 0.22, -0.80, -0.17, -0.58, 0.36, 0.37, 0.21, 0.39, 0.38, 0.22, 0.35], "de_lowest_kcal_mol": 65.0, "spin_multiplicity": 1, "lumo_energy_ev": 1.1, "smiles": "NC1=C[C@]2(N)N[C@H]12", "charge": 0, "largest_force_ev_per_a": 0.36, "gap_ev": 8.863, "e_tot_ha": -320.77974}

---

{"formula": "C20H19Co2O7Si", "method": "ωB97M-V with the def2-TZVPD basis set", "symbols": ["C", "Si", "C", "C", "O", "C", "C", "C", "C", "C", "C", "C", "C", "H", "H", "H", "H", "H", "H", "H", "H", "H", "H", "H", "H", "H", "H", "H", "H", "O", "C", "Co", "C", "O", "C", "O", "C", "C", "C", "Co", "C", "O", "C", "O", "C", "O", "H", "H", "H"], "xyz": [[0.93861, -1.03332, 2.92638], [-0.14883, 0.33036, 2.29195], [-1.58068, -0.40516, 1.36759], [-0.64132, 1.49412, 3.64585], [0.84074, 1.26926, 1.28533], [0.69217, 1.60367, 0.01335], [0.02618, 2.90336, -0.29087], [1.13052, 0.69725, -0.97417], [0.60929, 0.74141, -2.30205], [0.83627, -0.32747, -3.15750], [1.62833, -1.41201, -2.74757], [2.18194, -1.43766, -1.45978], [1.98022, -0.38262, -0.58541], [0.34350, -1.64025, 3.62271], [1.30301, -1.68355, 2.12146], [1.80198, -0.62382, 3.46535], [-2.14268, -1.01454, 2.09257], [-2.26356, 0.34852, 0.95584], [-1.25683, -1.06560, 0.55224], [-1.31123, 0.95952, 4.33371], [0.24742, 1.81800, 4.20433], [-1.15856, 2.38619, 3.27027], [-0.70378, 2.71226, -1.09084], [-0.51721, 3.20960, 0.61324], [-0.00511, 1.59322, -2.61009], [0.39119, -0.33045, -4.15421], [1.83165, -2.23474, -3.43369], [2.77602, -2.28182, -1.11349], [2.41935, -0.36869, 0.41314], [2.84802, 8.97947, -2.38661], [1.83460, 8.63284, -1.95757], [0.27079, 8.23103, -1.24671], [0.71393, 8.51263, 0.44078], [0.98101, 8.81277, 1.52527], [-0.34959, 9.81624, -1.70564], [-0.71989, 10.88632, -1.93315], [0.26040, 6.28567, -1.78356], [0.38568, 5.24902, -0.92084], [1.01782, 3.96495, -0.69558], [-1.06610, 6.19319, -0.54977], [-0.78026, 6.08133, 1.18577], [-0.62120, 6.01764, 2.32729], [-2.46919, 5.08150, -0.69652], [-3.34059, 4.32558, -0.80564], [-1.89923, 7.80133, -0.53914], [-2.80396, 8.51942, -0.37710], [0.36351, 6.19053, -2.87707], [1.78945, 4.02339, 0.10046], [1.54168, 3.62770, -1.60987]], "forces_ev_per_a": [[-0.1, -0.3, 0.4], [1.4, 0.9, -1.7], [-0.4, -0.1, 0.1], [-0.3, -0.1, 0.5], [0.3, -0.7, 3.8], [-0.4, -0.1, -3.6], [-0.6, -1.9, 0.7], [-0.9, 1.3, 1.4], [0.3, -0.5, -0.9], [0.1, 0.5, 0.4], [0.1, -0.7, -0.3], [-0.1, 0.6, 0.2], [-0.1, -0.8, -0.3], [0.2, -0.1, 0.0], [-0.2, 0.2, 0.1], [-0.1, -0.1, -0.1], [0.0, 0.1, -0.2], [0.1, -0.1, 0.1], [0.1, 0.2, 0.2], [0.1, 0.3, 0.1], [-0.2, -0.1, -0.1], [0.1, -0.2, 0.0], [0.0, 0.5, 0.0], [-0.1, 0.2, -0.2], [0.2, -0.4, 0.0], [0.1, 0.0, 0.2], [-0.1, 0.2, 0.1], [0.0, 0.0, -0.3], [-0.2, -0.1, -0.3], [-1.3, -0.4, 0.7], [1.0, -0.2, -0.9], [0.4, -0.1, 0.4], [0.9, 0.3, 2.6], [-0.4, -0.3, -1.5], [-1.4, 1.2, -1.0], [0.6, -1.1, 0.4], [2.0, -0.5, -2.7], [1.4, 0.8, -1.3], [1.1, 0.2, 0.0], [-2.9, 0.7, 2.8], [-0.1, -0.4, 2.8], [-0.1, 0.1, -1.9], [-1.6, -1.2, -1.0], [1.8, 1.6, 0.5], [-1.7, 0.8, -0.4], [1.5, -0.6, -0.1], [0.0, -0.1, 0.5], [-0.5, 0.2, -0.3], [0.0, 0.3, 0.3]], "nbo_charge": [-1.15, 1.92, -1.16, -1.15, -0.88, 0.10, -0.43, -0.10, -0.25, -0.22, -0.39, -0.20, -0.32, 0.22, 0.25, 0.24, 0.22, 0.24, 0.26, 0.22, 0.24, 0.24, 0.20, 0.20, 0.18, 0.19, 0.19, 0.19, 0.20, -0.51, 0.58, -0.04, 0.46, -0.53, 0.49, -0.52, -0.57, 0.15, -0.53, -0.06, 0.58, -0.50, 0.60, -0.49, 0.45, -0.54, 0.22, 0.26, 0.24], "spin_multiplicity": 1, "lumo_energy_ev": 1.6, "charge": -1, "largest_force_ev_per_a": 4.09, "gap_ev": 3.140, "e_tot_ha": -4355.18222}